(1)
Molecular formula: C41H40MnP2Si
Method: DFT, ωB97M-V with the def2-TZVPD basis set

Last column: Mulliken spin population.
Element x y z (Å)
Mn1 0.65 -0.31 0.64  4.547
C1 -1.76 1.48 3.38  0.036
Si1 -1.20 0.68 1.70  -0.119
C2 -1.29 2.33 0.66  0.126
C3 -2.48 2.99 0.40  0.002
C4 -2.49 4.25 -0.17  -0.002
C5 -1.29 4.90 -0.43  0.005
C6 -0.09 4.25 -0.19  -0.007
C7 -0.09 2.95 0.31  -0.106
P1 1.42 1.93 0.42  0.003
C8 2.68 3.20 0.77  0.054
C9 2.47 3.99 1.91  0.000
C10 3.42 4.91 2.30  -0.003
C11 4.60 5.04 1.58  0.007
C12 4.83 4.23 0.48  -0.002
C13 3.88 3.31 0.08  0.002
C14 1.74 1.46 -1.32  0.041
C15 1.33 2.20 -2.42  0.035
C16 1.55 1.73 -3.70  0.009
C17 2.18 0.51 -3.91  0.007
C18 2.58 -0.25 -2.82  0.035
C19 2.38 0.23 -1.53  0.094
C20 -2.71 -0.38 1.11  0.005
C21 -3.97 -0.28 1.69  -0.004
C22 -4.98 -1.17 1.37  -0.001
C23 -4.74 -2.19 0.46  0.006
C24 -3.50 -2.30 -0.15  0.003
C25 -2.50 -1.39 0.17  -0.028
P2 -0.89 -1.44 -0.73  0.239
C26 -0.49 -3.21 -0.77  0.017
C27 0.26 -3.74 -1.83  0.005
C28 0.70 -5.05 -1.77  0.000
C29 0.42 -5.84 -0.67  0.008
C30 -0.29 -5.31 0.39  0.002
C31 -0.74 -4.00 0.35  0.026
C32 -1.53 -1.15 -2.43  -0.026
C33 -2.13 -2.14 -3.20  -0.001
C34 -2.67 -1.84 -4.43  0.002
C35 -2.61 -0.55 -4.92  0.000
C36 -2.01 0.45 -4.17  0.008
C37 -1.48 0.15 -2.93  0.012
H1 -2.58 2.17 3.24  -0.001
H2 -0.93 2.03 3.81  0.003
H3 -2.06 0.72 4.09  -0.002
H4 -3.42 2.50 0.64  0.001
H5 -3.42 4.74 -0.41  0.000
H6 -1.29 5.90 -0.84  0.000
H7 0.85 4.76 -0.38  0.000
H8 1.54 3.88 2.45  0.002
H9 3.25 5.52 3.17  0.000
H10 5.34 5.77 1.89  0.001
H11 5.76 4.31 -0.06  0.000
H12 4.05 2.68 -0.79  0.002
H13 0.81 3.14 -2.27  -0.001
H14 1.24 2.33 -4.55  0.000
H15 2.35 0.15 -4.91  0.001
H16 3.06 -1.20 -2.97  0.001
H17 2.77 -0.34 -0.68  -0.071
H18 -4.15 0.50 2.41  0.000
H19 -5.95 -1.06 1.82  0.000
H20 -5.52 -2.90 0.23  0.000
H21 -3.31 -3.09 -0.86  0.000
H22 0.48 -3.12 -2.68  -0.001
H23 1.27 -5.46 -2.60  0.000
H24 0.78 -6.86 -0.63  0.001
H25 -0.50 -5.92 1.26  0.000
H26 -1.28 -3.57 1.18  -0.004
H27 -2.16 -3.16 -2.83  0.001
H28 -3.14 -2.62 -5.01  0.000
H29 -3.04 -0.32 -5.89  0.000
H30 -1.97 1.46 -4.54  0.000
H31 -1.02 0.93 -2.33  0.008
C38 0.44 -2.39 3.82  0.005
C39 1.71 -1.73 3.31  0.062
C40 2.96 -2.41 3.91  0.003
C41 1.75 -1.72 1.78  0.011
H32 0.30 -2.19 4.88  0.002
H33 0.49 -3.47 3.68  0.002
H34 -0.43 -2.02 3.27  0.007
H35 1.72 -0.68 3.66  0.000
H36 2.98 -3.47 3.66  0.002
H37 2.96 -2.31 4.99  0.000
H38 3.86 -1.94 3.53  -0.001
H39 1.54 -2.75 1.43  -0.038
H40 2.78 -1.45 1.46  -0.033

Properties
* max |F|: 2.4 eV/A
* highest occupied orbital energy (spin up / spin down): -6.01 / -7.44 eV
* multiplicity: 6
* energy: -3709.509245 hartree
* relative energy (zero: lowest compared OMol25 entry of this formula, charge and spin): 0.9711 eV
* orbital gap (spin up / spin down): 6.44 / 7.50 eV

***

(2)
Molecular formula: C41H40N7O3ReS2Si
Method: DFT, ωB97M-V with the def2-TZVPD basis set

Last column: Mulliken spin population.
Element x y z (Å)
Re1 0.05 -0.18 -0.02  0.722
C1 1.76 0.62 -2.77  0.001
O1 0.52 0.73 -2.09  -0.002
C2 -0.63 0.70 -2.85  0.010
C3 -0.67 0.81 -4.23  0.007
C4 -1.90 0.85 -4.87  -0.013
C5 -3.08 0.81 -4.15  0.005
C6 -3.05 0.72 -2.77  -0.017
C7 -1.83 0.63 -2.11  -0.016
N1 -1.69 0.55 -0.72  -0.057
N2 -2.65 1.06 -0.05  -0.003
C8 -2.53 1.57 1.17  0.035
C9 -1.24 1.95 1.70  0.033
O2 -0.13 1.57 1.20  0.066
C10 -1.23 2.89 2.77  0.001
C11 -2.38 3.29 3.38  0.016
C12 -3.66 2.82 2.96  0.010
C13 -4.84 3.20 3.62  -0.007
C14 -6.05 2.70 3.21  0.012
C15 -6.12 1.80 2.14  -0.006
C16 -4.98 1.44 1.46  0.014
C17 -3.73 1.95 1.85  -0.003
H1 1.96 1.54 -3.33  0.001
H2 1.76 -0.24 -3.45  0.001
H3 2.52 0.48 -2.01  0.000
H4 0.24 0.88 -4.81  0.000
H5 -1.92 0.91 -5.94  -0.001
H6 -4.02 0.85 -4.67  0.000
H7 -3.96 0.69 -2.19  0.000
H8 -0.27 3.25 3.09  0.000
H9 -2.34 3.97 4.22  0.000
H10 -4.79 3.89 4.45  0.000
H11 -6.96 3.00 3.71  0.001
H12 -7.07 1.39 1.85  0.000
H13 -5.03 0.75 0.64  0.004
S1 2.33 -0.82 0.57  -0.091
C18 2.45 -2.43 -0.02  0.122
N3 3.37 -3.26 0.52  0.087
C19 3.58 -4.55 -0.11  0.002
C20 3.44 -4.40 -1.61  0.001
N4 2.13 -3.86 -1.92  0.090
C21 1.57 -4.20 -3.21  -0.016
C22 1.14 -5.64 -3.27  0.009
C23 0.02 -6.06 -2.56  0.000
C24 -0.41 -7.37 -2.64  -0.001
C25 0.27 -8.28 -3.43  0.000
C26 1.39 -7.88 -4.13  0.000
C27 1.83 -6.56 -4.05  0.001
C28 1.67 -2.86 -1.13  0.073
S2 0.13 -2.17 -1.44  -0.101
C29 3.95 -3.05 1.83  -0.017
C30 5.45 -2.86 1.75  0.006
C31 5.97 -1.68 1.25  0.001
C32 7.35 -1.51 1.18  0.000
C33 8.20 -2.51 1.62  0.000
C34 7.67 -3.69 2.12  0.000
C35 6.30 -3.86 2.19  0.000
H14 2.86 -5.29 0.27  0.003
H15 4.59 -4.88 0.14  -0.001
H16 3.52 -5.38 -2.10  0.001
H17 4.23 -3.74 -2.00  0.001
H18 2.34 -4.01 -3.98  0.003
H19 0.72 -3.55 -3.40  0.005
H20 -0.52 -5.35 -1.95  0.002
H21 -1.29 -7.67 -2.09  0.000
H22 -0.08 -9.30 -3.50  0.000
H23 1.93 -8.58 -4.75  0.000
H24 2.70 -6.25 -4.61  0.000
H25 3.72 -3.92 2.45  0.003
H26 3.49 -2.16 2.25  0.002
H27 5.31 -0.90 0.92  0.002
H28 7.76 -0.59 0.79  0.000
H29 9.27 -2.37 1.57  0.000
H30 8.33 -4.47 2.47  0.000
H31 5.89 -4.78 2.60  0.000
O3 -0.50 -1.10 1.96  0.022
N5 -0.78 -2.44 1.64  -0.045
C36 -2.03 -2.80 1.68  0.010
C37 -3.13 -1.96 1.97  -0.001
N6 -4.00 -1.23 2.18  0.004
C38 -2.32 -4.16 1.43  -0.001
N7 -2.59 -5.26 1.26  0.003
C39 -1.52 -0.29 4.54  0.004
Si1 0.04 -0.88 3.62  0.007
C40 0.79 -2.58 4.10  -0.002
C41 1.40 0.43 3.62  0.000
H32 -1.32 0.67 5.01  0.000
H33 -1.80 -0.98 5.33  0.000
H34 -2.38 -0.16 3.89  -0.004
H35 0.19 -3.08 4.86  0.000
H36 1.78 -2.45 4.51  0.000
H37 0.86 -3.25 3.25  0.000
H38 1.45 0.91 4.59  0.000
H39 1.23 1.21 2.87  0.000
H40 2.38 0.01 3.42  0.001

Properties
* charge: +1
* max |F|: 2.6 eV/A
* highest occupied orbital energy (spin up / spin down): -9.14 / -9.39 eV
* multiplicity: 2
* energy: -3359.251840 hartree
* relative energy (zero: lowest compared OMol25 entry of this formula, charge and spin): 0.0000 eV
* orbital gap (spin up / spin down): 4.99 / 5.45 eV

***

(3)
Molecular formula: C41H41MnN7PSb
Method: DFT, ωB97M-V with the def2-TZVPD basis set

Last column: Mulliken spin population.
Element x y z (Å)
Mn1 -0.29 0.71 -0.33  0.982
C1 -5.44 1.04 1.61  -0.001
N1 -4.03 0.70 1.59  -0.004
C2 -3.34 0.09 2.60  0.006
C3 -2.05 -0.06 2.16  -0.009
N2 -1.95 0.45 0.90  0.019
C4 -3.15 0.90 0.57  -0.009
P1 -3.58 1.64 -1.03  -0.002
C5 -2.76 0.38 -2.06  -0.018
N3 -1.51 0.00 -1.86  0.003
C6 -1.21 -0.92 -2.82  0.004
C7 -2.30 -1.10 -3.62  -0.003
N4 -3.28 -0.27 -3.14  -0.001
C8 -4.60 -0.11 -3.71  0.000
C9 -2.24 2.87 -1.10  0.012
N5 -1.00 2.59 -0.74  -0.030
C10 -0.24 3.68 -1.02  0.028
C11 -1.04 4.66 -1.54  0.000
N6 -2.31 4.13 -1.59  0.003
C12 -3.48 4.82 -2.11  -0.001
H1 -5.81 0.91 2.62  0.000
H2 -6.00 0.40 0.93  0.000
H3 -5.58 2.08 1.32  0.000
H4 -3.81 -0.17 3.53  0.000
H5 -1.19 -0.47 2.67  0.001
H6 -0.23 -1.36 -2.88  0.005
H7 -2.47 -1.73 -4.48  0.000
H8 -5.13 -1.06 -3.70  0.000
H9 -4.53 0.25 -4.74  0.000
H10 -5.16 0.61 -3.12  0.000
H11 0.82 3.68 -0.82  0.001
H12 -0.83 5.66 -1.87  0.000
H13 -3.53 5.82 -1.69  0.000
H14 -4.37 4.27 -1.81  0.000
H15 -3.44 4.88 -3.19  0.000
C13 1.24 0.91 0.87  0.065
C14 1.85 0.80 2.17  -0.049
C15 1.11 1.06 3.34  0.025
C16 1.67 0.90 4.60  -0.019
C17 2.99 0.49 4.74  0.033
C18 3.75 0.27 3.60  -0.019
C19 3.20 0.43 2.34  0.032
H16 0.09 1.41 3.24  0.004
H17 1.07 1.10 5.47  -0.001
H18 3.43 0.37 5.73  0.003
H19 4.79 -0.03 3.68  -0.001
H20 3.79 0.24 1.46  0.002
C20 2.11 -5.76 -1.40  0.000
C21 3.45 -5.48 -2.03  0.000
C22 4.28 -6.54 -2.36  0.000
C23 5.54 -6.33 -2.90  0.000
C24 5.99 -5.04 -3.12  0.000
C25 5.17 -3.96 -2.79  0.000
C26 3.90 -4.16 -2.25  0.000
Sb1 2.60 -2.53 -1.71  0.003
C27 2.82 -2.89 0.40  -0.002
C28 4.08 -3.20 0.91  0.001
C29 4.28 -3.40 2.27  -0.001
C30 3.20 -3.29 3.14  0.002
C31 1.94 -3.02 2.64  -0.002
C32 1.73 -2.83 1.27  -0.001
C33 0.32 -2.63 0.77  0.034
C34 4.10 -1.02 -1.99  -0.001
C35 4.94 -0.64 -0.94  -0.001
C36 5.87 0.39 -1.09  0.001
C37 5.97 1.04 -2.31  0.000
C38 5.15 0.67 -3.35  0.000
C39 4.21 -0.35 -3.21  0.002
C40 3.33 -0.65 -4.40  -0.001
H21 1.86 -6.81 -1.46  0.000
H22 1.32 -5.19 -1.89  0.000
H23 2.11 -5.46 -0.34  0.000
H24 3.94 -7.56 -2.18  0.000
H25 6.18 -7.17 -3.15  0.000
H26 6.97 -4.86 -3.54  0.000
H27 5.52 -2.95 -2.95  0.000
H28 4.92 -3.30 0.24  0.000
H29 5.27 -3.63 2.65  0.000
H30 3.34 -3.41 4.20  0.001
H31 1.10 -2.94 3.32  0.000
H32 -0.40 -2.81 1.56  0.001
H33 0.10 -3.30 -0.06  0.001
H34 0.16 -1.60 0.41  -0.066
H35 4.87 -1.13 0.02  0.001
H36 6.50 0.67 -0.25  0.000
H37 6.69 1.84 -2.44  0.000
H38 5.22 1.18 -4.31  0.000
H39 2.66 0.19 -4.59  0.000
H40 2.70 -1.53 -4.26  0.000
H41 3.93 -0.82 -5.30  0.000
N7 1.42 0.63 -1.58  0.023
C41 1.68 0.75 -0.40  -0.054

Properties
* max |F|: 0.4 eV/A
* highest occupied orbital energy (spin up / spin down): -4.94 / -5.32 eV
* multiplicity: 2
* energy: -3702.751775 hartree
* orbital gap (spin up / spin down): 4.95 / 5.34 eV